This record from OMol25 describes C62H47BCsF8N7O4P2S as an isolated structure in a non-equilibrium geometry. The level of theory is ωB97M-V/def2-TZVPD.

Charge: -2
E_LUMO (spin up / spin down) (eV): 1.735 / 2.303
Electronic energy (eV): -136063.178
Energy relative to the best compared isomer or geometry (same formula, charge and spin) (kcal per mole): 27.92

Last column: Mulliken charge in e.
Cartesian coordinates (Å):
Cs1 -0.034 -1.583 -0.893  2.47
C1 6.969 -2.431 -0.982  -1.04
C2 5.761 -3.330 -1.222  -0.62
N1 4.730 -3.216 -0.199  0.24
C3 4.666 -4.263 0.806  -0.93
C4 5.506 -3.960 2.039  -1.01
C5 3.851 -2.173 -0.210  -0.22
S1 2.677 -2.065 1.024  -0.03
N2 4.095 -1.321 -1.235  -0.28
C6 3.224 -0.378 -1.589  -0.51
O1 2.076 -0.191 -1.159  -0.68
C7 3.716 0.561 -2.665  0.70
C8 2.925 1.647 -3.024  0.41
C9 3.342 2.532 -4.005  -1.24
C10 4.558 2.333 -4.645  -0.43
C11 5.352 1.248 -4.295  -0.77
C12 4.934 0.368 -3.308  -0.18
H1 7.701 -2.561 -1.782  0.33
H2 7.455 -2.665 -0.034  0.35
H3 6.651 -1.391 -0.964  0.18
H4 6.074 -4.377 -1.236  0.41
H5 5.321 -3.101 -2.193  0.41
H6 4.998 -5.193 0.334  0.40
H7 3.624 -4.383 1.098  0.43
H8 6.561 -3.844 1.787  0.28
H9 5.418 -4.768 2.767  0.40
H10 5.151 -3.041 2.503  0.23
H11 1.971 1.780 -2.528  0.40
H12 2.711 3.370 -4.276  0.51
H13 4.884 3.017 -5.418  0.38
H14 6.298 1.086 -4.797  0.39
H15 5.535 -0.484 -3.023  0.41
N3 0.428 0.579 4.457  -0.42
C13 -0.836 0.394 5.160  -0.32
C14 -1.935 0.254 4.132  0.51
O2 -2.274 1.444 3.604  -0.38
O3 -2.422 -0.795 3.796  -0.57
H16 0.611 -0.211 3.843  0.04
H17 1.191 0.594 5.124  0.25
H18 -1.039 1.281 5.763  0.46
H19 -0.882 -0.491 5.803  0.17
O4 -1.942 3.065 -2.487  0.29
C15 -3.310 3.026 -2.490  0.27
C16 -4.133 4.137 -2.476  -1.14
C17 -5.512 3.947 -2.479  -0.79
C18 -6.045 2.670 -2.498  -0.97
C19 -5.197 1.567 -2.488  -0.95
C20 -3.819 1.724 -2.472  -0.06
P1 -2.596 0.387 -2.207  1.56
C21 -3.632 -1.112 -2.236  0.55
C22 -4.342 -1.383 -1.064  -0.31
C23 -5.113 -2.525 -0.952  -0.64
C24 -5.156 -3.429 -2.007  -0.82
C25 -4.427 -3.186 -3.159  -0.43
C26 -3.672 -2.027 -3.281  -0.64
C27 -1.701 0.361 -3.797  1.04
C28 -2.321 0.570 -5.027  -0.17
C29 -1.591 0.497 -6.200  -0.89
C30 -0.234 0.205 -6.155  -0.72
C31 0.394 0.005 -4.938  -0.66
C32 -0.334 0.096 -3.762  1.75
C33 -1.176 4.193 -2.336  -0.72
C34 -1.263 5.279 -3.190  -0.11
C35 -0.372 6.332 -3.024  -0.90
C36 0.593 6.280 -2.031  -0.90
C37 0.676 5.174 -1.195  -0.88
C38 -0.209 4.112 -1.331  0.15
P2 -0.123 2.527 -0.406  2.48
C39 1.099 2.969 0.883  0.14
C40 0.816 3.766 1.990  -0.37
C41 1.804 4.059 2.914  -0.79
C42 3.088 3.558 2.744  -0.65
C43 3.376 2.752 1.654  -0.58
C44 2.384 2.454 0.730  -0.46
C45 -1.654 2.596 0.590  0.16
C46 -2.459 3.738 0.758  -0.04
C47 -3.617 3.687 1.572  -0.80
C48 -3.910 2.588 2.304  -1.34
C49 -3.005 1.404 2.320  0.46
C50 -1.975 1.438 1.242  -1.38
H20 -3.716 5.133 -2.447  0.53
H21 -6.165 4.811 -2.463  0.37
H22 -7.117 2.525 -2.506  0.42
H23 -5.611 0.566 -2.471  0.45
H24 -4.264 -0.702 -0.221  0.39
H25 -5.645 -2.732 -0.032  0.46
H26 -5.729 -4.343 -1.911  0.35
H27 -4.398 -3.915 -3.956  0.41
H28 -3.069 -1.880 -4.167  0.17
H29 -3.385 0.783 -5.062  0.51
H30 -2.083 0.649 -7.153  0.38
H31 0.331 0.121 -7.075  0.35
H32 1.451 -0.225 -4.898  0.57
H33 0.164 -0.042 -2.810  -2.23
H34 -1.995 5.284 -3.986  0.63
H35 -0.427 7.186 -3.687  0.40
H36 1.292 7.098 -1.910  0.42
H37 1.440 5.132 -0.429  0.56
H38 -0.189 4.140 2.146  0.29
H39 1.565 4.663 3.780  0.41
H40 3.855 3.777 3.475  0.36
H41 4.363 2.327 1.531  0.47
H42 2.591 1.783 -0.092  0.20
H43 -2.214 4.654 0.236  0.46
H44 -4.273 4.548 1.602  0.44
H45 -4.790 2.554 2.932  0.48
H46 -3.565 0.466 2.313  0.39
H47 -1.418 0.526 1.053  0.58
F1 -2.883 -5.313 5.868  -0.35
C51 -1.787 -4.539 5.821  0.04
C52 -1.100 -4.350 6.981  0.09
F2 -1.569 -4.954 8.088  -0.36
C53 0.070 -3.550 7.081  0.44
C54 0.467 -2.995 5.835  0.23
C55 -0.219 -3.180 4.673  0.45
F3 0.271 -2.612 3.563  -0.19
C56 -1.414 -3.946 4.585  0.58
C57 -2.153 -4.082 3.399  0.67
C58 -1.865 -3.343 2.225  -0.42
N4 -1.745 -2.759 1.240  -0.22
C59 -3.328 -4.868 3.286  -0.21
N5 -4.279 -5.501 3.130  -0.66
F4 1.577 -2.238 5.790  -0.39
C60 0.761 -3.330 8.286  0.54
C61 1.935 -2.540 8.386  0.08
N6 2.893 -1.918 8.551  -0.68
C62 0.349 -3.856 9.537  -0.01
N7 0.056 -4.226 10.589  -0.67
F5 -0.652 -2.941 -3.040  -0.03
B1 -0.793 -3.729 -4.233  0.20
F6 -1.747 -4.720 -4.006  -0.39
F7 0.445 -4.285 -4.538  -0.40
F8 -1.225 -2.885 -5.265  -0.41

This record from OMol25 describes C62H51FGeLiNP3 as an isolated structure. The level of theory is ωB97M-V/def2-TZVPD.

Charge: -1
E_LUMO (eV): 2.253
Electronic energy (eV): -153919.449

Last column: Mulliken charge in e.
Cartesian coordinates (Å):
Li1 0.599 0.235 -0.261  -0.35
F1 0.909 -3.590 1.846  -0.55
Ge1 0.218 -2.018 1.167  2.68
C1 2.182 -1.680 0.563  -0.35
C2 3.089 -1.804 1.637  -0.80
C3 4.443 -1.594 1.482  -0.76
C4 4.960 -1.230 0.238  -0.94
C5 4.104 -1.095 -0.831  -0.38
C6 2.724 -1.320 -0.687  1.14
P1 1.640 -1.170 -2.174  2.32
C7 2.349 -2.355 -3.384  0.31
C8 3.483 -2.121 -4.158  -0.29
C9 3.965 -3.100 -5.015  -0.77
C10 3.319 -4.327 -5.111  -0.61
C11 2.183 -4.565 -4.350  -0.61
C12 1.697 -3.582 -3.499  -0.14
C13 2.100 0.496 -2.805  0.23
C14 1.952 0.858 -4.145  -0.50
C15 2.069 2.184 -4.536  -0.79
C16 2.311 3.180 -3.596  -0.99
C17 2.446 2.840 -2.259  -0.65
C18 2.356 1.509 -1.876  0.78
C19 -0.702 -2.880 -0.410  -0.27
C20 -0.577 -4.270 -0.493  -0.24
C21 -1.300 -5.006 -1.423  -1.04
C22 -2.187 -4.371 -2.282  -0.81
C23 -2.339 -2.994 -2.205  -0.35
C24 -1.594 -2.248 -1.294  -0.38
P2 -1.780 -0.424 -1.159  2.85
C25 -1.658 0.217 -2.881  0.68
C26 -1.329 -0.548 -3.997  -0.64
C27 -1.182 0.047 -5.246  -0.50
C28 -1.343 1.415 -5.394  -0.57
C29 -1.644 2.194 -4.282  -0.80
C30 -1.792 1.600 -3.038  -0.72
C31 -3.609 -0.380 -0.856  0.55
C32 -4.063 -0.882 0.367  -0.22
C33 -5.418 -0.921 0.660  -0.64
C34 -6.346 -0.459 -0.266  -0.72
C35 -5.906 0.035 -1.485  -0.65
C36 -4.547 0.074 -1.779  -0.65
C37 -1.269 -2.189 2.498  -0.16
C38 -1.988 -3.339 2.838  -0.68
C39 -3.034 -3.232 3.744  -0.93
C40 -3.308 -1.999 4.346  -0.94
C41 -2.556 -0.876 4.026  -0.72
C42 -1.538 -0.975 3.070  0.15
P3 -0.248 0.399 2.308  2.25
C43 -1.438 1.703 2.981  1.25
C44 -2.700 1.777 2.375  -0.25
C45 -3.686 2.636 2.820  -0.60
C46 -3.438 3.471 3.908  -0.99
C47 -2.197 3.423 4.520  -0.76
C48 -1.209 2.549 4.060  -1.22
C49 0.935 0.226 3.745  0.93
C50 1.046 -0.937 4.514  -0.69
C51 1.969 -1.033 5.549  -0.72
C52 2.792 0.041 5.859  -0.87
C53 2.684 1.210 5.118  -1.19
C54 1.773 1.293 4.072  -1.14
H1 2.711 -2.088 2.610  0.54
H2 5.106 -1.703 2.334  0.41
H3 6.022 -1.053 0.111  0.40
H4 4.505 -0.804 -1.797  0.17
H5 3.997 -1.168 -4.097  0.32
H6 4.851 -2.905 -5.607  0.41
H7 3.696 -5.089 -5.781  0.37
H8 1.668 -5.515 -4.421  0.46
H9 0.803 -3.767 -2.912  -0.12
H10 1.722 0.101 -4.886  0.53
H11 1.949 2.445 -5.581  0.41
H12 2.384 4.215 -3.906  0.42
H13 2.617 3.597 -1.501  0.25
H14 2.499 1.275 -0.826  -1.02
H15 0.096 -4.768 0.196  0.49
H16 -1.181 -6.083 -1.469  0.37
H17 -2.765 -4.944 -2.997  0.41
H18 -3.056 -2.497 -2.852  0.56
H19 -1.177 -1.615 -3.892  0.08
H20 -0.927 -0.566 -6.103  0.40
H21 -1.220 1.877 -6.366  0.38
H22 -1.746 3.268 -4.380  0.40
H23 -2.009 2.218 -2.173  0.34
H24 -3.353 -1.253 1.101  0.03
H25 -5.739 -1.310 1.618  0.50
H26 -7.404 -0.484 -0.038  0.37
H27 -6.621 0.391 -2.217  0.42
H28 -4.228 0.460 -2.738  0.34
H29 -1.748 -4.295 2.384  0.44
H30 -3.636 -4.100 3.993  0.34
H31 -4.108 -1.921 5.075  0.35
H32 -2.774 0.064 4.526  0.38
H33 -2.915 1.133 1.530  0.18
H34 -4.650 2.654 2.323  0.46
H35 -4.205 4.142 4.275  0.34
H36 -1.986 4.066 5.367  0.38
H37 -0.255 2.538 4.570  0.31
H38 0.422 -1.792 4.293  0.35
H39 2.040 -1.953 6.117  0.44
H40 3.505 -0.031 6.671  0.37
H41 3.316 2.061 5.347  0.48
H42 1.704 2.215 3.512  0.89
C55 -1.337 3.541 0.474  -1.04
C56 0.128 3.759 0.749  1.05
C57 0.623 5.051 0.603  -0.64
C58 1.970 5.340 0.736  -0.98
C59 2.840 4.289 0.981  -0.78
C60 2.386 2.983 1.136  1.22
C61 3.424 1.897 1.296  -1.57
C62 0.993 2.683 1.079  -0.33
N1 0.553 1.361 1.170  0.09
H43 -1.642 4.131 -0.394  0.74
H44 -1.962 3.836 1.318  0.28
H45 -1.531 2.487 0.279  -0.85
H46 -0.076 5.847 0.363  0.43
H47 2.338 6.352 0.618  0.35
H48 3.909 4.474 1.038  0.38
H49 4.039 2.062 2.185  0.56
H50 4.100 1.877 0.436  0.55
H51 2.962 0.917 1.391  -0.37

This record from OMol25 describes C62H64BF4KN4O5S3 as an isolated structure. The level of theory is ωB97M-V/def2-TZVPD.

Charge: 0
E_LUMO (eV): 0.036
Electronic energy (eV): -141914.694
Energy relative to the best compared isomer or geometry (same formula, charge and spin) (kcal per mole): 3.72

Last column: Mulliken charge in e.
Cartesian coordinates (Å):
K1 0.967 0.031 -0.523  2.72
C1 8.372 0.427 1.730  -1.79
C2 7.077 0.382 0.980  0.71
C3 6.717 1.320 0.077  -0.84
C4 5.454 1.253 -0.606  0.47
C5 5.014 2.082 -1.603  -0.04
N1 5.602 3.164 -2.134  0.06
C6 4.978 3.910 -3.219  -0.83
C7 3.855 4.837 -2.752  0.61
C8 2.932 5.328 -3.866  -0.97
N2 2.337 4.249 -4.652  -0.02
C9 1.918 3.117 -4.097  0.78
C10 1.367 1.999 -4.678  0.28
C11 0.970 1.878 -6.045  -1.60
C12 0.409 0.741 -6.518  0.61
C13 -0.066 0.583 -7.928  -1.66
C14 0.263 -0.362 -5.605  -0.62
C15 0.651 -0.349 -4.306  0.58
C16 0.512 -1.615 -3.543  -0.23
N3 1.285 -1.990 -2.619  0.12
C17 1.050 -3.315 -2.059  -1.14
C18 1.238 -3.397 -0.534  1.51
C19 2.655 -3.702 -0.042  -1.42
N4 3.526 -2.561 -0.244  -0.07
C20 4.144 -2.092 0.752  -0.29
C21 5.001 -0.895 0.595  -0.14
C22 6.192 -0.744 1.208  -0.35
C23 4.498 0.204 -0.243  -0.21
O1 3.327 0.247 -0.585  -0.37
C24 1.187 0.902 -3.736  -0.25
O2 1.470 1.011 -2.546  -0.16
H1 8.978 1.274 1.409  0.36
H2 8.955 -0.483 1.574  0.38
H3 8.212 0.521 2.806  0.34
H4 7.403 2.135 -0.132  0.23
H5 4.048 1.826 -2.034  0.07
H6 6.452 3.521 -1.730  0.27
H7 4.605 3.187 -3.947  0.30
H8 5.763 4.476 -3.727  0.41
H9 4.277 5.720 -2.266  0.42
H10 3.272 4.332 -1.981  -0.60
H11 3.487 5.956 -4.568  0.49
H12 2.143 5.946 -3.429  0.31
H13 2.183 4.410 -5.634  0.23
H14 2.053 3.043 -3.028  -0.15
H15 1.091 2.720 -6.719  0.23
H16 0.161 1.471 -8.517  0.37
H17 -1.145 0.423 -7.972  0.33
H18 0.406 -0.270 -8.420  0.35
H19 -0.174 -1.277 -5.997  0.48
H20 -0.318 -2.251 -3.894  0.19
H21 1.771 -3.994 -2.529  0.51
H22 0.046 -3.677 -2.334  0.37
H23 0.558 -4.156 -0.135  0.49
H24 0.926 -2.456 -0.089  -1.08
H25 3.056 -4.539 -0.622  0.48
H26 2.619 -4.005 1.015  0.34
H27 4.074 -2.539 1.752  0.20
H28 6.531 -1.518 1.891  0.49
C25 -5.839 -3.969 -4.603  -1.56
C26 -4.851 -3.508 -3.571  1.00
C27 -4.639 -4.251 -2.412  -0.90
C28 -3.750 -3.820 -1.441  -0.60
C29 -3.074 -2.626 -1.633  0.31
C30 -3.251 -1.872 -2.782  -0.53
C31 -4.142 -2.323 -3.744  -1.11
S1 -1.910 -2.056 -0.412  1.37
O3 -1.159 -0.940 -1.060  -0.05
C32 -3.011 -1.250 0.731  1.18
C33 -3.735 -0.128 0.251  -1.19
C34 -4.575 0.519 1.101  -1.54
C35 -4.709 0.087 2.453  0.94
C36 -5.567 0.771 3.346  -0.79
C37 -5.635 0.409 4.662  -0.71
C38 -4.845 -0.655 5.139  -1.01
C39 -4.016 -1.337 4.296  -0.49
C40 -3.933 -0.989 2.928  0.80
C41 -3.048 -1.664 2.026  -0.01
C42 -2.194 -2.782 2.510  -1.06
C43 -2.794 -4.054 2.735  1.40
C44 -4.171 -4.294 2.481  -0.81
C45 -4.712 -5.529 2.684  -0.93
C46 -3.915 -6.598 3.153  -0.72
C47 -2.590 -6.397 3.400  -1.05
C48 -1.997 -5.124 3.194  0.88
C49 -0.618 -4.913 3.423  -1.25
C50 -0.050 -3.696 3.185  -1.11
C51 -0.850 -2.630 2.723  0.10
S2 0.077 -1.120 2.287  1.70
O4 1.468 -1.381 2.739  -0.78
C52 -0.725 -0.009 3.433  0.67
C53 -0.502 -0.146 4.796  -0.31
C54 -1.139 0.716 5.668  -1.10
C55 -1.998 1.711 5.197  1.27
C56 -2.703 2.624 6.156  -1.86
C57 -2.179 1.840 3.827  -1.10
C58 -1.539 0.988 2.936  -0.53
H29 -5.887 -5.056 -4.647  0.39
H30 -5.576 -3.600 -5.593  0.39
H31 -6.841 -3.604 -4.372  0.28
H32 -5.168 -5.185 -2.269  0.40
H33 -3.586 -4.408 -0.545  0.49
H34 -2.687 -0.959 -2.916  0.38
H35 -4.288 -1.743 -4.646  0.43
H36 -3.581 0.211 -0.763  0.37
H37 -5.137 1.383 0.767  0.40
H38 -6.154 1.595 2.963  0.47
H39 -6.290 0.942 5.337  0.41
H40 -4.893 -0.929 6.185  0.46
H41 -3.406 -2.145 4.676  0.56
H42 -4.796 -3.488 2.120  0.54
H43 -5.763 -5.692 2.485  0.46
H44 -4.360 -7.571 3.309  0.40
H45 -1.964 -7.207 3.753  0.46
H46 -0.017 -5.741 3.778  0.41
H47 1.005 -3.513 3.335  0.70
H48 0.171 -0.910 5.163  0.47
H49 -0.978 0.613 6.734  0.39
H50 -3.144 2.059 6.978  0.41
H51 -3.501 3.175 5.659  0.40
H52 -2.015 3.351 6.594  0.35
H53 -2.833 2.613 3.442  0.40
H54 -1.677 1.103 1.866  0.07
F1 -1.296 2.028 -1.220  0.19
B1 -1.271 3.348 -1.694  -0.46
F2 0.078 3.738 -1.940  0.04
F3 -1.992 3.448 -2.874  -0.42
F4 -1.788 4.203 -0.715  -0.36
C59 -0.270 5.058 2.463  -1.38
C60 0.554 3.800 2.664  -0.19
S3 0.604 2.823 1.152  0.78
O5 1.152 1.467 1.536  -1.18
C61 1.977 3.617 0.298  0.83
C62 3.295 3.554 1.042  -1.62
H55 -0.322 5.618 3.397  0.47
H56 -1.280 4.820 2.130  0.25
H57 0.164 5.711 1.706  0.31
H58 0.090 3.119 3.381  0.15
H59 1.568 4.002 3.012  0.44
H60 1.650 4.627 0.047  0.79
H61 2.010 3.063 -0.641  -1.28
H62 3.350 4.275 1.858  0.47
H63 4.116 3.784 0.359  0.40
H64 3.461 2.554 1.439  0.14